1.
{
  "formula": "C6H10N2O",
  "method": "the ωB97M-V functional and the def2-TZVPD basis",
  "total_energy_ev": -11406.63000,
  "homo_energy_ev": -8.5,
  "homo_lumo_gap_ev": 8.758,
  "e_above_lowest_kcal_mol": 125.9,
  "total_charge": 0,
  "symbols": ["N", "H", "H", "C", "C", "N", "H", "O", "C", "C", "H", "H", "C", "H", "H", "H", "H", "C", "H"],
  "positions_angstrom": [[-0.0285, -0.9113, -0.4081], [-0.8074, -2.2120, 0.9117], [-1.0259, 1.0144, -1.9895], [0.4565, 1.2544, 0.6937], [-1.0053, 0.7994, 0.7741], [-1.1362, -0.1885, -0.2766], [-2.6680, 0.9559, -1.4431], [3.3060, -0.0939, 0.6372], [0.2270, -1.6852, 0.7797], [-1.7177, 0.3346, -1.5442], [0.5389, -1.1268, 1.7290], [0.8108, 2.1906, 1.2378], [2.5899, 0.1765, -0.2775], [-1.2199, 0.3183, 1.7215], [0.9045, -2.4780, 0.4219], [-1.5838, 1.5951, 0.5955], [-1.9586, -0.5988, -2.1834], [1.2924, 0.5694, -0.0382], [3.0254, 0.0860, -1.3416]],
  "atomic_forces_ev_per_a": [[1.86, 1.74, -0.67], [1.84, 0.68, 0.38], [0.80, 0.25, -0.83], [1.47, 1.87, 0.58], [2.63, -2.72, 0.04], [-1.96, 1.28, -0.20], [1.08, -1.17, 0.57], [1.54, -0.76, 1.64], [-1.60, -1.62, 0.53], [-1.06, -1.59, -0.07], [-0.27, -0.94, -1.35], [-0.76, -1.27, -0.66], [2.29, 0.13, -2.59], [0.03, 0.31, 0.44], [0.17, 0.44, 0.89], [-2.66, 2.82, -0.43], [0.57, 1.82, 0.78], [-4.99, -1.41, -0.03], [-0.98, 0.15, 0.98]],
  "lowdin_charge": [-0.0628, 0.1179, 0.0577, -0.0551, -0.1479, -0.2816, 0.0986, 0.0610, -0.1303, -0.0451, 0.1074, 0.1414, -0.3293, 0.1184, 0.0836, 0.0690, 0.1100, -0.0541, 0.1411]
}

---

2.
{
  "formula": "C3H7N2",
  "method": "the ωB97M-V functional and the def2-TZVPD basis",
  "total_energy_ev": -6195.63291,
  "homo_energy_ev": -15.0,
  "homo_lumo_gap_ev": 10.043,
  "e_above_lowest_kcal_mol": 43.3,
  "total_charge": 1,
  "symbols": ["C", "H", "N", "H", "C", "H", "H", "N", "C", "H", "H", "H"],
  "positions_angstrom": [[-0.6303, 1.1502, 0.1203], [-1.6129, 0.7052, -0.1034], [-0.2336, 2.3167, -0.3672], [-0.0305, 0.2279, 1.9182], [0.8173, -2.4289, -0.4436], [0.6014, 2.7971, -0.0345], [0.0594, -4.2428, -1.2152], [0.1811, -3.3432, -0.7807], [0.2969, 0.2314, 0.8795], [1.3739, 0.4931, 0.8267], [0.0211, -0.7528, 0.1973], [-0.8439, 2.8461, -0.9975]],
  "atomic_forces_ev_per_a": [[2.27, 0.98, 0.05], [0.29, 0.89, -0.19], [-1.77, -1.49, 0.43], [-0.19, -0.78, 0.04], [-0.25, -0.39, -0.21], [0.02, -0.49, -0.23], [-0.32, 0.08, 0.14], [0.64, -0.29, -0.26], [-1.42, -0.07, -2.38], [-0.77, -0.15, -0.17], [1.24, 1.87, 2.39], [0.26, -0.16, 0.38]],
  "lowdin_charge": [-0.0532, 0.1557, 0.2077, 0.1021, -0.0122, 0.1558, 0.0935, 0.0990, -0.0583, 0.1036, 0.0522, 0.1541]
}

---

3.
{
  "formula": "C3H5N5O",
  "method": "the ωB97M-V functional and the def2-TZVPD basis",
  "smiles": "[H]/N=c1/nc(N)[nH]/c(=N\\[H])o1",
  "total_energy_ev": -12689.29480,
  "homo_energy_ev": -9.4,
  "homo_lumo_gap_ev": 9.713,
  "e_above_lowest_kcal_mol": 0.0,
  "total_charge": 0,
  "symbols": ["H", "H", "N", "H", "O", "C", "H", "N", "H", "C", "N", "C", "N", "N"],
  "positions_angstrom": [[-0.9337, 1.3131, 1.0422], [-2.7533, -1.1717, -0.5976], [1.8103, -2.2049, 0.2098], [2.7736, -2.0021, 0.2944], [1.6389, 0.0361, -0.3304], [0.8277, 1.0573, 0.0156], [-2.6149, 0.4862, -0.2344], [-0.4419, 0.7560, 0.3322], [0.7114, 2.9275, -0.1204], [-0.9717, -0.4327, -0.0398], [1.3951, 2.2100, -0.1561], [1.0810, -1.2006, -0.1017], [-0.2404, -1.3776, -0.2185], [-2.2821, -0.3968, -0.0953]],
  "atomic_forces_ev_per_a": [[0.50, -0.18, -0.82], [0.51, 0.89, 0.74], [-1.73, 0.46, -0.51], [1.19, 0.61, 0.04], [-0.91, -0.56, 0.35], [3.47, 3.33, -1.75], [-1.53, 2.41, -0.55], [-1.14, 2.41, 1.86], [-0.73, 0.96, 0.35], [-0.80, 2.54, 1.08], [-0.71, -2.08, 0.55], [3.06, -2.87, 1.10], [0.98, -4.38, -1.93], [-2.16, -3.53, -0.51]],
  "lowdin_charge": [0.1858, 0.1499, 0.1729, 0.0337, 0.1181, -0.4716, 0.0716, 0.1666, 0.0241, -0.5281, 0.1570, -0.4791, 0.2014, 0.1976]
}

---

4.
{
  "formula": "C5H7NO",
  "method": "the ωB97M-V functional and the def2-TZVPD basis",
  "smiles": "C[C@H](C#N)CC=O",
  "total_energy_ev": -8835.44088,
  "homo_energy_ev": -10.4,
  "homo_lumo_gap_ev": 11.192,
  "e_above_lowest_kcal_mol": 17.6,
  "total_charge": 0,
  "symbols": ["H", "C", "H", "H", "C", "H", "H", "O", "H", "H", "C", "C", "C", "N"],
  "positions_angstrom": [[0.8099, 0.2234, -1.5064], [-0.4780, 0.0773, 0.2713], [-0.2823, 0.3392, 1.3183], [1.2410, -1.0739, -0.4067], [-1.2505, 1.1937, -0.2997], [-2.2574, -1.1100, 0.6961], [-0.7409, -2.0275, 0.7101], [1.8164, 1.4410, 1.2212], [-1.4684, -1.5276, -0.8321], [2.9210, 0.8409, -0.3549], [1.9554, 0.8260, 0.1917], [-1.2886, -1.2255, 0.2043], [0.8811, -0.0342, -0.4409], [-1.8586, 2.0572, -0.7723]],
  "atomic_forces_ev_per_a": [[0.01, -0.06, 0.18], [-0.01, -0.02, 0.00], [-0.04, -0.06, -0.15], [-0.03, 0.18, 0.03], [-0.50, 0.74, -0.36], [0.12, 0.01, -0.06], [-0.06, 0.14, -0.08], [0.06, -0.30, -0.52], [0.04, 0.06, 0.12], [-0.08, 0.03, 0.08], [-0.05, 0.16, 0.27], [-0.02, -0.04, -0.02], [-0.02, 0.01, 0.05], [0.59, -0.84, 0.45]],
  "lowdin_charge": [0.1310, -0.3607, 0.1396, 0.1269, -0.1971, 0.0849, 0.0836, 0.0603, 0.0883, 0.1242, -0.2440, -0.0619, -0.1300, 0.1548]
}